[1]
Density functional theory data (the ωB97M-V functional and the def2-TZVPD basis) for 6 unconnected molecules or ions with the total composition C34H64N11O7.

Positions of all 116 atoms, in Å:
O -4.21 1.20 8.69
O -3.38 0.50 1.72
O 7.15 -1.66 -0.36
O -7.61 -0.85 2.67
O 5.07 -1.84 -0.69
O 1.21 8.66 -4.63
O 3.28 -0.89 2.79
N -9.24 0.52 1.97
N 2.42 1.97 -1.61
N 2.81 -1.78 -1.04
N 2.60 -0.52 4.89
N 2.40 -1.04 -5.28
N 6.14 -1.64 0.21
N -2.54 -1.55 2.02
N 3.27 0.05 -2.67
N -4.04 2.10 6.65
N 3.19 -2.17 -3.29
N 1.95 6.55 -4.43
C -0.20 7.17 -3.40
C -2.47 -2.90 2.55
C 0.91 0.60 -2.87
C 1.59 -4.02 -2.73
C -4.50 2.76 5.44
C 3.84 -1.44 -0.07
C -4.75 1.76 7.76
C 0.10 2.56 -1.83
C 3.02 -3.64 -3.15
C -7.87 -0.63 0.30
C 2.15 0.91 -2.34
C 3.53 -1.68 -4.65
C 4.10 -4.31 -2.28
C -6.22 2.11 7.77
C -0.15 1.43 -2.59
C 4.23 1.00 3.90
C 5.42 -5.97 -3.69
C 1.03 7.54 -4.20
C 3.34 -0.21 3.81
C 4.26 -5.78 -2.71
C 2.54 0.16 6.17
C 2.15 -1.54 -6.64
C 1.43 -1.66 -0.51
C 5.61 0.95 -2.15
C -10.06 1.22 1.01
C -3.48 -0.60 2.26
C 1.90 5.17 -4.00
C 1.14 -0.46 0.35
C 1.39 2.77 -1.38
C -0.04 0.12 0.36
C 4.51 0.53 -2.37
C -4.61 -0.95 3.18
C 3.08 -1.33 -2.32
C -8.21 -0.34 1.74
H -7.57 0.28 -0.22
H 4.76 1.11 2.95
H 1.52 0.50 6.37
H 2.84 -0.52 6.97
H -6.64 1.78 8.71
H -6.75 1.61 6.95
H -0.69 3.26 -1.58
H 5.03 -3.77 -2.42
H 3.20 1.02 6.18
H -0.83 -0.22 -0.31
H -5.19 -1.79 2.80
H 1.53 -4.19 -1.66
H -1.81 -1.24 1.40
H 4.41 -1.04 -4.58
H 3.16 -4.06 -4.14
H -6.37 3.19 7.68
H -5.56 2.99 5.50
H -3.94 3.69 5.30
H -0.82 8.05 -3.31
H 4.97 0.88 4.69
H 1.90 -0.11 1.04
H 3.83 -2.54 -5.24
H -0.77 6.38 -3.90
H 1.26 -1.06 -7.04
H 2.60 -0.05 -5.35
H 3.34 -6.11 -3.20
H 2.03 -1.34 4.76
H 0.80 -0.28 -3.49
H 0.08 6.83 -2.40
H 2.76 4.94 -3.37
H 0.90 -3.24 -3.01
H 2.98 -1.35 -7.33
H 1.60 3.66 -0.80
H 5.24 -6.78 -4.39
H -9.97 2.30 1.14
H -4.32 2.11 4.58
H -3.07 1.84 6.70
H 6.35 -6.14 -3.15
H 1.27 -2.55 0.10
H 5.53 -5.06 -4.29
H -9.42 0.68 2.95
H 1.92 4.50 -4.86
H -0.28 0.96 0.99
H -7.04 -1.33 0.28
H 3.69 -2.01 0.84
H 1.97 -2.61 -6.62
H 3.77 -4.26 -1.25
H 1.30 -4.95 -3.23
H 0.71 -1.72 -1.33
H -5.28 -0.10 3.27
H -1.55 -3.04 3.12
H 4.38 -6.40 -1.83
H -4.22 -1.20 4.17
H 3.65 1.90 4.09
H -9.76 0.97 -0.01
H 2.74 6.85 -4.97
H -11.11 0.95 1.13
H -8.71 -1.07 -0.22
H -1.13 1.20 -2.98
H -2.48 -3.63 1.74
H -3.31 -3.10 3.20
H 0.99 4.97 -3.43
H 3.90 -0.37 0.15
H 6.60 1.27 -1.93

Properties
- HOMO-LUMO gap (eV) = 7.3
- net charge = +1
- largest force on an atom (hartree/bohr) = 0.0171

[2]
Density functional theory data (the ωB97M-V functional and the def2-TZVPD basis) for a molecular structure, C34H64N4O2P3PdS.

Positions of all 109 atoms, in Å:
Pd 0.70 0.09 -0.74
S 1.26 -1.76 -2.09
P -1.45 -3.12 1.22
P 2.35 0.47 1.03
P -0.70 1.69 -1.74
O -0.69 -1.94 0.73
O 0.40 -1.87 -3.33
N -2.76 -2.62 2.10
N -0.72 -4.20 2.26
N -1.91 -4.10 -0.04
N -0.33 1.44 1.19
C -0.43 0.29 4.72
C 1.68 -0.23 3.75
C -1.07 2.97 -0.48
C 2.06 -3.42 -2.01
C 1.34 3.25 -2.80
C 3.73 2.32 2.83
C 1.29 -0.89 6.16
C -2.13 6.67 -0.29
C -0.85 2.64 0.90
C -0.85 0.87 3.53
C -2.38 1.19 -2.36
C 3.66 -0.87 1.18
C -2.09 -3.49 -1.36
C 2.51 3.25 0.87
C 3.32 2.05 1.38
C 1.30 0.34 2.54
C -2.75 -5.26 0.19
C 0.83 -0.27 4.87
C -1.47 4.27 -0.82
C -3.31 -1.29 1.86
C 2.81 -1.02 -2.68
C 2.97 -2.22 1.39
C 0.00 0.93 2.41
C 4.87 -0.73 2.11
C -3.04 0.37 -1.24
C -1.49 4.94 1.46
C -3.29 2.32 -2.83
C 0.08 1.71 -4.38
C -0.02 2.66 -3.18
C 0.14 -5.26 1.76
C -3.59 -3.50 2.91
C -1.69 5.28 0.12
C -0.28 -3.62 3.54
C -1.10 3.68 1.85
H -3.51 3.01 -2.01
H -2.85 2.90 -3.65
H 5.42 0.19 1.92
H -2.36 -0.40 -0.87
H -3.86 -2.99 3.84
H 4.06 -0.86 0.17
H 1.20 -5.02 1.93
H -3.96 -0.10 -1.59
H 2.68 -0.64 3.86
H -0.57 -4.27 4.38
H 1.33 -4.11 -1.57
H 1.92 2.52 -2.24
H -3.29 1.03 -0.39
H 4.48 1.62 3.21
H -3.16 -3.32 -1.58
H -0.07 -6.21 2.28
H -2.48 -6.06 -0.51
H 2.77 -2.37 2.45
H 0.81 -3.51 3.56
H -0.93 3.46 2.90
H -1.65 5.70 2.22
H 2.96 -3.36 -1.39
H 3.61 -3.04 1.05
H 3.11 -1.53 -3.61
H -1.94 6.83 -1.36
H -2.61 -5.64 1.20
H 0.45 0.73 -4.08
H 4.59 -0.75 3.16
H 0.75 2.12 -5.14
H -3.05 -4.41 3.16
H 1.23 4.13 -2.17
H -0.90 1.55 -4.85
H 1.52 -1.96 6.05
H 2.29 -3.72 -3.04
H 2.87 2.28 3.49
H -2.57 -0.67 1.36
H 3.58 -1.11 -1.91
H -0.01 -5.41 0.70
H 1.66 3.45 1.53
H 2.11 3.08 -0.13
H -3.19 6.83 -0.12
H -4.24 1.91 -3.19
H 4.21 1.94 0.75
H 2.61 0.03 -2.86
H -1.58 -2.54 -1.42
H 1.91 3.53 -3.70
H -3.56 -0.82 2.82
H -1.60 4.52 -1.87
H 4.16 3.33 2.90
H -0.71 -2.64 3.70
H -2.17 0.52 -3.20
H -1.69 -4.14 -2.15
H 0.53 -0.80 6.93
H -1.58 7.44 0.26
H 3.14 4.15 0.85
H -1.11 0.27 5.57
H -4.23 -1.33 1.26
H -3.81 -5.03 0.04
H 5.56 -1.57 1.93
H -1.84 1.29 3.44
H -0.69 3.49 -3.44
H -4.53 -3.77 2.40
H 2.02 -2.27 0.86
H 2.20 -0.41 6.54

Properties
- HOMO-LUMO gap (eV) = 5.3
- net charge = -1
- largest force on an atom (hartree/bohr) = 0.0156